Record 1
Computed, not measured: C11H18CoN3O6P as an isolated structure at a distorted geometry, with ωB97M-V with the def2-TZVPD basis set.

Values from the calculation:
- Calculated total energy: -75336.50663 eV
- Expectation value of S²: 6.028
- 2S+1: 5
- Max |F|: 9.9 eV/A
- Net charge: +3
- Energy relative to the best compared isomer or geometry (same formula, charge and spin): 0.000 eV
- HOMO-LUMO gap (alpha / beta): 0.297 / 0.190 Eh

CARTESIAN COORDINATES (ANGSTROEM)
O -0.153 0.334 -6.525
C -0.153 0.335 -5.385
Co -0.155 0.316 -2.602
O -1.703 -2.272 -2.484
C -1.111 -1.272 -2.560
C 0.807 1.956 -2.576
O 1.396 2.947 -2.446
C -1.772 1.289 -2.558
O -2.760 1.883 -2.450
C 1.459 -0.631 -2.568
O 2.453 -1.218 -2.482
C -2.217 -1.710 0.608
N -0.739 -1.653 0.831
C -0.044 -2.815 0.182
P -0.059 -0.125 0.819
O -0.039 0.513 -0.540
N -1.046 0.870 1.699
C -1.057 2.340 1.422
C -1.070 0.611 3.137
N 1.559 -0.041 1.389
C 2.614 -0.712 0.596
C 2.089 1.326 1.694
H -2.621 -2.746 0.605
H -2.473 -1.253 -0.352
H -2.726 -1.150 1.407
H 0.318 -2.534 -0.812
H 0.811 -3.146 0.794
H -0.703 -3.708 0.049
H -1.181 2.540 0.348
H -1.878 2.870 1.955
H -0.119 2.797 1.764
H -1.851 1.186 3.674
H -1.253 -0.453 3.329
H -0.107 0.891 3.580
H 2.854 -0.103 -0.292
H 3.571 -0.803 1.161
H 2.321 -1.719 0.292
H 1.980 1.963 0.802
H 1.581 1.785 2.554
H 3.175 1.312 1.942

In elementary charge units, the Löwdin charges are: 0.183 0.110 0.262 0.256 -0.020 0.006 0.270 0.006 0.282 -0.016 0.255 -0.047 -0.230 -0.057 0.648 -0.320 -0.272 -0.042 -0.073 -0.048 -0.023 -0.003 0.129 0.062 0.099 0.046 0.103 0.129 0.077 0.128 0.079 0.127 0.097 0.087 0.110 0.152 0.080 0.124 0.102 0.141



Record 2
Computed, not measured: C2H5NO2S as an isolated structure at a distorted geometry, with ωB97M-V with the def2-TZVPD basis set.

Values from the calculation:
- Calculated total energy: -18572.01521 eV
- 2S+1: 1
- Max |F|: 7.1 eV/A
- Energy relative to the best compared isomer or geometry (same formula, charge and spin): 3.554 eV
- HOMO-LUMO gap: 0.374 Eh

CARTESIAN COORDINATES (ANGSTROEM)
C 0.576 -1.164 0.350
C -0.361 -0.074 -0.023
H -1.049 -1.775 1.278
H 1.267 -0.680 1.267
H 1.565 -1.315 -0.405
H 1.133 1.041 -0.877
H -0.775 3.330 -0.458
N 0.105 1.034 -0.592
O -0.090 -2.446 0.747
O -1.528 -0.094 0.158
S -0.843 2.143 -1.447

In elementary charge units, the Löwdin charges are: -0.225 -0.686 0.268 0.165 0.171 0.124 -0.035 -0.399 -0.172 0.050 0.739



Record 3
Computed, not measured: C20H16F5N3Pt as an isolated structure at a distorted geometry, with ωB97M-V with the def2-TZVPD basis set.

Values from the calculation:
- Calculated total energy: -42301.66716 eV
- Expectation value of S²: 2.020
- 2S+1: 3
- Max |F|: 2.6 eV/A
- Net charge: -2
- Energy relative to the best compared isomer or geometry (same formula, charge and spin): 0.000 eV
- HOMO-LUMO gap (alpha / beta): 0.180 / 0.202 Eh

CARTESIAN COORDINATES (ANGSTROEM)
Pt 7.818 7.179 10.053
C 12.399 6.829 9.173
N 11.317 6.341 9.993
C 11.319 6.723 11.205
C 10.261 6.482 12.168
C 10.437 6.506 13.539
C 9.189 6.278 14.120
C 8.280 6.184 13.034
N 8.913 6.344 11.862
C 11.796 7.907 8.318
C 10.851 7.566 7.360
C 10.254 8.570 6.648
C 10.571 9.908 6.887
C 11.499 10.253 7.839
C 12.101 9.270 8.578
H 12.845 6.046 8.569
H 13.203 7.265 9.765
H 12.161 7.232 11.657
H 11.400 6.572 14.049
H 8.998 6.250 15.198
H 7.198 6.014 13.033
H 10.494 6.544 7.267
H 9.480 8.379 5.922
H 10.017 10.638 6.336
H 11.708 11.318 8.029
H 12.778 9.532 9.406
N 8.026 9.052 10.242
C 7.349 9.915 10.924
C 7.469 11.366 10.722
C 6.669 12.312 11.344
C 5.709 11.884 12.270
C 5.576 10.499 12.514
C 6.371 9.565 11.882
H 8.234 11.675 10.015
H 6.750 13.366 11.040
H 5.029 12.580 12.733
H 4.846 10.183 13.258
H 6.188 8.510 12.082
F 6.799 5.621 7.857
C 6.659 5.715 9.267
F 6.823 4.388 9.719
C 5.161 5.949 9.392
F 4.854 7.163 8.918
F 4.743 5.894 10.674
F 4.405 5.056 8.690

In elementary charge units, the Löwdin charges are: 0.980 -0.236 0.045 -0.150 -0.347 -0.142 -0.153 -0.225 -0.085 -0.214 -0.055 -0.093 -0.112 -0.123 -0.050 0.100 0.088 0.102 0.079 0.060 0.085 0.117 0.097 0.084 0.100 0.107 -0.190 -0.500 -0.075 -0.175 -0.188 -0.148 -0.091 0.072 0.077 0.051 0.078 0.074 -0.086 -0.555 -0.060 -0.637 0.102 0.102 0.088



Record 4
Computed, not measured: a 2-piece molecular cluster, CH3BrClN overall at a distorted geometry, with ωB97M-V with the def2-TZVPD basis set.

Values from the calculation:
- Calculated total energy: -85139.97207 eV
- 2S+1: 1
- SMILES string: [H]/N=C\Cl.Br
- Max |F|: 4.0 eV/A
- Energy relative to the best compared isomer or geometry (same formula, charge and spin): 0.733 eV
- HOMO-LUMO gap: 0.413 Eh

CARTESIAN COORDINATES (ANGSTROEM)
C -0.332 -1.257 -0.781
N 0.211 -0.097 -0.860
Cl 0.004 -2.436 0.340
Br -3.275 0.122 0.090
H -0.923 -1.638 -1.597
H 0.801 0.205 -0.063
H -3.214 -1.148 0.675

In elementary charge units, the Löwdin charges are: -0.852 0.025 0.653 0.365 0.050 0.056 -0.296



Record 5
Computed, not measured: a 2-piece molecular cluster, C12H15BCl4N2O overall at a distorted geometry, with ωB97M-V with the def2-TZVPD basis set.

Values from the calculation:
- Calculated total energy: -68482.63667 eV
- 2S+1: 1
- Max |F|: 3.4 eV/A
- Energy relative to the best compared isomer or geometry (same formula, charge and spin): 3.295 eV
- HOMO-LUMO gap: 0.226 Eh

CARTESIAN COORDINATES (ANGSTROEM)
Cl -4.564 -1.529 -2.248
B -3.690 0.099 -2.130
Cl -4.346 1.349 -3.364
Cl -3.823 0.819 -0.383
O -2.257 -0.151 -2.437
C -1.298 0.686 -2.217
C -0.035 0.446 -2.885
C 0.847 1.526 -3.091
C 2.101 1.311 -3.654
C 2.473 0.016 -4.046
Cl 4.053 -0.275 -4.634
C 1.570 -1.053 -3.923
C 0.310 -0.839 -3.378
H -1.529 1.698 -1.856
H 0.526 2.526 -2.797
H 2.807 2.129 -3.778
H 1.864 -2.049 -4.246
H -0.414 -1.649 -3.311
C 0.618 0.160 4.809
C 1.074 -1.290 4.604
C 0.678 -1.690 3.181
N 0.326 -0.431 2.531
N -0.137 -0.453 1.311
C -0.561 0.538 0.609
C 0.054 0.652 3.472
H -0.151 0.222 5.584
H 1.458 0.788 5.116
H 2.160 -1.367 4.710
H 0.614 -1.965 5.330
H 1.492 -2.189 2.634
H -0.183 -2.385 3.181
H -1.110 0.315 -0.314
H -0.425 1.590 0.929
H -1.031 0.859 3.551
H 0.528 1.589 3.139

In elementary charge units, the Löwdin charges are: 0.505 -1.841 0.483 0.493 -0.060 -0.076 -0.164 0.006 -0.080 -0.658 0.728 -0.073 0.034 0.147 0.129 0.113 0.114 0.137 -0.164 -0.167 -0.151 -0.199 -0.006 -0.063 -0.157 0.106 0.105 0.105 0.106 0.115 0.118 -0.002 0.081 0.125 0.111